Model w:
Molecular formula: C3H9S
Method: DFT, the ωB97M-V functional and the def2-TZVPD basis

```
13
C3H9S | the Open Molecules 2025 dataset | the ωB97M-V functional and the def2-TZVPD basis
S -1.42160 0.70791 1.50011
H -2.71851 0.97764 1.74245
C 2.05095 -0.46069 -0.27567
C 0.88484 0.09317 -1.12909
C -0.07078 -0.98306 -1.56379
H 1.58022 -0.99155 0.55035
H 2.69832 0.34150 0.07194
H 2.68566 -1.18660 -0.79724
H 1.17864 0.80599 -1.90317
H 0.42727 0.75649 -0.38270
H 0.39779 -1.93870 -1.80702
H -0.92595 -1.08685 -0.89620
H -0.53940 -0.66398 -2.51041
```

Its charge is -1.

These are the natural (NBO) partial charges, in e, on atoms 1 to 8: atom 1 (S): -1.076, atom 2 (H): 0.090, atom 3 (C): -0.599, atom 4 (C): -0.426, atom 5 (C): -0.627, atom 6 (H): 0.217, atom 7 (H): 0.194, atom 8 (H): 0.168

Model x:
Molecular formula: C3H9S
Method: DFT, the ωB97M-V functional and the def2-TZVPD basis

```
13
C3H9S | the Open Molecules 2025 dataset | the ωB97M-V functional and the def2-TZVPD basis
S 4.80021 -1.34052 1.38508
H 5.02924 -1.86839 0.22748
C -1.88574 -0.27064 -0.84871
C -0.74755 -0.13833 0.16480
C -0.03539 1.22097 0.23301
H -2.66627 0.47698 -0.69874
H -2.38872 -1.22602 -0.67025
H -1.53365 -0.27969 -1.88237
H 0.00847 -0.90723 0.03464
H -1.27120 -0.30001 1.11261
H -0.36798 1.98905 -0.45693
H 0.01669 1.59769 1.26241
H 1.04190 1.04616 0.13698
```

Its charge is -1.

These are the natural (NBO) partial charges, in e, on atoms 1 to 8: atom 1 (S): -1.069, atom 2 (H): 0.071, atom 3 (C): -0.598, atom 4 (C): -0.401, atom 5 (C): -0.636, atom 6 (H): 0.191, atom 7 (H): 0.198, atom 8 (H): 0.196

Energies relative to the most stable structure are model w 0.0; model x 21.4, reported in kJ/mol.

Model w:
Molecular formula: C6H11N
Method: DFT, the ωB97M-V functional and the def2-TZVPD basis

```
18
C6H11N | the Open Molecules 2025 dataset | the ωB97M-V functional and the def2-TZVPD basis
C -1.51706 0.08626 1.22270
N -0.80929 -0.95084 0.47836
C -0.01309 -0.52625 -0.64994
C 1.37022 -0.57665 -0.57558
C 1.55308 0.73840 0.04483
C 1.74844 1.07331 1.35050
C -0.82379 -0.58784 -1.95555
H -2.21031 0.55289 0.48659
H -2.09681 -0.28446 2.06979
H -0.87098 0.88332 1.59082
H -0.23823 -1.56203 1.04433
H 1.97959 -1.17001 -1.23826
H 1.63890 1.59354 -0.62339
H 1.78966 2.13926 1.48641
H 1.89051 0.31382 2.10978
H -0.61362 -1.29449 -2.76945
H -0.92493 0.40612 -2.41341
H -1.85230 -0.83435 -1.65853
```

Its SMILES is C=C/C=C(/C)NC. Its charge is 0.

These are the natural (NBO) partial charges, in e, on atoms 1 to 8: atom 1 (C): -0.419, atom 2 (N): -0.605, atom 3 (C): 0.282, atom 4 (C): -0.378, atom 5 (C): -0.190, atom 6 (C): -0.423, atom 7 (C): -0.695, atom 8 (H): 0.192

Model x:
Molecular formula: C6H11N
Method: DFT, the ωB97M-V functional and the def2-TZVPD basis

```
18
C6H11N | the Open Molecules 2025 dataset | the ωB97M-V functional and the def2-TZVPD basis
C -2.08864 0.46917 -0.68014
C -1.35480 -0.72656 -0.06015
C 0.11500 -0.90645 -0.51251
C 0.99376 -0.31773 0.62337
C 2.36793 0.21306 0.22404
C 0.24821 0.87908 1.04718
N -0.28146 1.90817 1.01091
H -1.86765 1.33100 -0.03025
H -1.71391 0.77204 -1.66454
H -3.16954 0.30992 -0.73177
H -1.25331 -0.45444 1.01118
H -1.92909 -1.65584 -0.05647
H 0.37860 -1.95700 -0.69686
H 0.33218 -0.34411 -1.43305
H 1.07551 -1.04907 1.43711
H 2.98820 -0.56755 -0.22040
H 2.22510 1.02412 -0.49752
H 2.87558 0.63149 1.09979
```

Its SMILES is CCC[C@@H](C)C#N. Its charge is 0.

These are the natural (NBO) partial charges, in e, on atoms 1 to 8: atom 1 (C): -0.630, atom 2 (C): -0.407, atom 3 (C): -0.384, atom 4 (C): -0.314, atom 5 (C): -0.592, atom 6 (C): 0.294, atom 7 (N): -0.360, atom 8 (H): 0.244

Model y:
Molecular formula: C6H11N
Method: DFT, the ωB97M-V functional and the def2-TZVPD basis

```
18
C6H11N | the Open Molecules 2025 dataset | the ωB97M-V functional and the def2-TZVPD basis
C 2.00943 -0.58299 -0.12273
C 0.65163 -0.02319 0.41033
C 0.57259 1.45984 0.03561
C -0.71824 -0.70961 -0.00993
C -2.11631 -0.10800 0.56539
C -0.77444 -0.84570 -1.46928
N -0.78243 -0.85603 -2.62998
H 2.20726 -1.62812 0.13827
H 2.83880 -0.00291 0.32038
H 2.13536 -0.47802 -1.20793
H 0.71018 -0.11886 1.50227
H 1.41016 2.03718 0.44499
H -0.35654 1.89140 0.41419
H 0.58996 1.58196 -1.05505
H -0.95474 -1.64017 0.49272
H -2.92528 -0.86588 0.52504
H -2.03275 0.12852 1.63800
H -2.46464 0.76059 0.00775
```

Its SMILES is CC(C)[C@@H](C)C#N. Its charge is 0.

These are the natural (NBO) partial charges, in e, on atoms 1 to 8: atom 1 (C): -0.614, atom 2 (C): -0.194, atom 3 (C): -0.618, atom 4 (C): -0.336, atom 5 (C): -0.588, atom 6 (C): 0.287, atom 7 (N): -0.337, atom 8 (H): 0.213

Model z:
Molecular formula: C6H11N
Method: DFT, the ωB97M-V functional and the def2-TZVPD basis

```
18
C6H11N | the Open Molecules 2025 dataset | the ωB97M-V functional and the def2-TZVPD basis
C -0.80731 -1.36643 1.04663
C -1.40765 0.06683 0.88843
C -0.39598 1.21877 0.57984
C 0.85214 0.85841 -0.27184
C 2.03812 0.29025 0.09210
C 0.41040 -0.08968 -2.43278
N 0.51601 0.94902 -1.64062
H -0.20975 -1.37890 1.95831
H -0.12075 -1.60905 0.23839
H -1.50297 -2.14762 0.91886
H -1.96012 0.40451 1.80239
H -2.18821 -0.02294 0.11160
H -0.20547 1.56472 1.63841
H -0.91076 2.07665 -0.01894
H 2.98512 0.69371 -0.39003
H 2.21447 -0.26721 1.02177
H -0.34753 -0.25681 -3.17871
H 1.04024 -0.98422 -2.36381
```

Its SMILES is C=NC(=C)CCC. Its charge is 0.

These are the natural (NBO) partial charges, in e, on atoms 1 to 8: atom 1 (C): -0.618, atom 2 (C): -0.390, atom 3 (C): -0.449, atom 4 (C): 0.182, atom 5 (C): -0.485, atom 6 (C): 0.002, atom 7 (N): -0.462, atom 8 (H): 0.203

Energies relative to the most stable structure are model w 361.1; model x 28.8; model y 0.0; model z 276.5, reported in kJ/mol.

Model w:
Molecular formula: C6H11N
Method: DFT, the ωB97M-V functional and the def2-TZVPD basis

```
18
C6H11N | the Open Molecules 2025 dataset | the ωB97M-V functional and the def2-TZVPD basis
C 1.58367 1.99385 -1.73827
N 1.61723 0.04383 0.47444
C 0.47605 0.29509 -0.30017
C 0.39997 1.17347 -1.30759
C -2.18586 -1.92792 1.48425
C -1.07970 -0.93983 1.24503
C -0.71182 -0.55247 0.03922
H 1.26416 3.02619 -1.86250
H 2.39607 1.90691 -1.00832
H 2.04995 1.64809 -2.66675
H 1.41967 -0.41933 1.34152
H 2.51854 -0.10601 0.05996
H -0.56366 1.60747 -1.54531
H -1.74403 -2.91866 1.59019
H -2.75556 -1.65705 2.36908
H -2.79908 -1.97517 0.58973
H -0.55797 -0.47254 2.07591
H -1.32762 -0.72592 -0.84042
```

Its SMILES is C/C=C(N)/C=C/C. Its charge is 0.

These are the natural (NBO) partial charges, in e, on atoms 1 to 8: atom 1 (C): -0.643, atom 2 (N): -0.851, atom 3 (C): 0.144, atom 4 (C): -0.268, atom 5 (C): -0.638, atom 6 (C): -0.174, atom 7 (C): -0.219, atom 8 (H): 0.213

Model x:
Molecular formula: C6H11N
Method: DFT, the ωB97M-V functional and the def2-TZVPD basis

```
18
C6H11N | the Open Molecules 2025 dataset | the ωB97M-V functional and the def2-TZVPD basis
C 1.86746 -0.62510 0.12277
C 0.56417 0.18410 0.36612
C 0.78494 1.51284 -0.40451
C -0.80383 -0.73185 0.03085
C -2.17463 -0.52279 0.77624
C -0.95095 -0.35332 -1.36834
N -0.85845 0.21794 -2.37031
H 2.15557 -1.24804 0.97309
H 2.74731 0.00074 -0.11365
H 1.72606 -1.25620 -0.75912
H 0.47161 0.48449 1.41425
H 1.55779 1.98099 0.21204
H -0.07374 2.18810 -0.46814
H 1.20861 1.40559 -1.41539
H -0.58143 -1.81284 0.11050
H -2.98166 -1.17478 0.38935
H -2.11310 -0.74788 1.84705
H -2.54574 0.49801 0.65720
```

Its SMILES is CC(C)[C@@H](C)C#N. Its charge is 0.

These are the natural (NBO) partial charges, in e, on atoms 1 to 8: atom 1 (C): -0.620, atom 2 (C): -0.177, atom 3 (C): -0.617, atom 4 (C): -0.322, atom 5 (C): -0.599, atom 6 (C): 0.286, atom 7 (N): -0.351, atom 8 (H): 0.211

Energies relative to the most stable structure are model w 50.9; model x 0.0, reported in kJ/mol.

Model w:
Molecular formula: C6H11N
Method: DFT, the ωB97M-V functional and the def2-TZVPD basis

```
18
C6H11N | the Open Molecules 2025 dataset | the ωB97M-V functional and the def2-TZVPD basis
C 2.91482 0.24692 0.17296
C -0.04196 0.80853 0.70572
C -0.31445 2.12328 0.10905
C 0.30018 -0.61014 -1.32983
C 0.01869 -1.65909 0.92731
C -0.36515 -0.47089 0.04968
N 4.04384 0.05634 0.00626
H 0.33727 0.79255 1.71441
H 0.54070 2.78808 0.24540
H -1.15283 2.59978 0.62828
H -0.55819 2.06086 -0.94900
H 1.38716 -0.58278 -1.19438
H 0.01649 0.19919 -2.00183
H 0.01224 -1.55782 -1.78630
H -0.47101 -1.60742 1.89660
H 1.09588 -1.65517 1.07773
H -0.25855 -2.59321 0.44789
H -1.45098 -0.48494 -0.13253
```

Its charge is 0.

These are the natural (NBO) partial charges, in e, on atoms 1 to 8: atom 1 (C): -0.140, atom 2 (C): 0.384, atom 3 (C): -0.749, atom 4 (C): -0.592, atom 5 (C): -0.610, atom 6 (C): -0.378, atom 7 (N): -0.580, atom 8 (H): 0.211

Model x:
Molecular formula: C6H11N
Method: DFT, the ωB97M-V functional and the def2-TZVPD basis

```
18
C6H11N | the Open Molecules 2025 dataset | the ωB97M-V functional and the def2-TZVPD basis
C -0.79025 0.42981 -2.27538
C 0.63180 0.51083 -0.23810
C 1.39542 0.49914 1.05222
C 0.69406 -0.91273 1.64958
C -0.56751 -1.24624 0.65473
C -0.87442 0.15683 0.19568
H -0.79403 -0.70363 -2.29797
H -0.24354 0.73464 -3.07423
H -1.93767 0.57979 -2.43664
H 0.95838 -0.35020 -0.76068
H 2.52069 0.55475 1.03913
H 1.03049 1.33278 1.63867
H 0.31303 -0.92955 2.71041
H 1.41992 -1.74940 1.63872
H -1.44725 -1.81884 1.26099
H -0.24256 -1.99982 -0.06881
H -1.24746 0.93386 0.90421
N -0.46637 0.96997 -0.96946
```

Its SMILES is CN1[C@H]2CCC[C@@H]21. Its charge is 0.

These are the natural (NBO) partial charges, in e, on atoms 1 to 8: atom 1 (C): -0.400, atom 2 (C): -0.037, atom 3 (C): -0.405, atom 4 (C): -0.400, atom 5 (C): -0.437, atom 6 (C): -0.137, atom 7 (H): 0.165, atom 8 (H): 0.198

Model y:
Molecular formula: C6H11N
Method: DFT, the ωB97M-V functional and the def2-TZVPD basis

```
18
C6H11N | the Open Molecules 2025 dataset | the ωB97M-V functional and the def2-TZVPD basis
C -2.01082 -0.11636 0.60815
C -0.87771 -0.75789 -0.15716
C -0.73875 -0.42253 -1.53871
C 1.06629 0.74108 0.76411
C 2.44907 0.11648 0.78117
C 0.68115 1.35206 -0.39705
N 0.26801 1.60289 -1.48173
H -2.08669 -0.49148 1.62973
H -2.97146 -0.28810 0.10617
H -1.85452 0.96688 0.63466
H -0.20964 -1.47561 0.30132
H -1.40438 -1.49385 -1.11844
H 0.06386 -0.85481 -2.12524
H -1.50744 0.14902 -2.04095
H 0.67380 1.12325 1.70486
H 3.24067 0.84398 1.01341
H 2.52883 -0.69083 1.51869
H 2.68971 -0.30417 -0.20298
```

Its charge is 0.

These are the Löwdin partial charges, in e, on atoms 1 to 8: atom 1 (C): -0.080, atom 2 (C): -0.265, atom 3 (C): -0.075, atom 4 (C): -0.222, atom 5 (C): -0.134, atom 6 (C): -0.361, atom 7 (N): 0.105, atom 8 (H): 0.082

Model z:
Molecular formula: C6H11N
Method: DFT, the ωB97M-V functional and the def2-TZVPD basis

```
18
C6H11N | the Open Molecules 2025 dataset | the ωB97M-V functional and the def2-TZVPD basis
C -0.89505 -1.02607 -1.67929
C -0.46952 0.30686 -1.01428
C 0.08336 0.14031 0.46690
C 0.16066 1.56736 1.45883
C 1.44978 -0.59252 0.32946
C -0.83622 -0.62607 1.27683
N -1.61160 -1.07535 2.00641
H -0.04952 -1.69552 -1.88372
H -1.38273 -0.83640 -2.64578
H -1.61073 -1.57355 -1.05637
H -1.33712 0.97352 -1.01540
H 0.29394 0.75953 -1.67545
H -0.77527 2.13739 1.64771
H 0.63866 1.44051 2.45483
H 0.76849 1.92550 0.67284
H 1.99797 -0.62202 1.27026
H 1.28532 -1.63169 0.01025
H 2.10407 -0.14239 -0.43176
```

Its SMILES is CCC(C)(C)C#N. Its charge is 0.

These are the natural (NBO) partial charges, in e, on atoms 1 to 8: atom 1 (C): -0.615, atom 2 (C): -0.389, atom 3 (C): -0.132, atom 4 (C): -0.581, atom 5 (C): -0.609, atom 6 (C): 0.278, atom 7 (N): -0.351, atom 8 (H): 0.205

Energies relative to the most stable structure are model w 278.9; model x 373.3; model y 316.9; model z 0.0, reported in kJ/mol.

Model w:
Molecular formula: C6H11N
Method: DFT, the ωB97M-V functional and the def2-TZVPD basis

```
18
C6H11N | the Open Molecules 2025 dataset | the ωB97M-V functional and the def2-TZVPD basis
C 1.96419 -1.26619 -0.55065
C 1.05949 -0.66391 0.50822
C -0.13253 0.01818 -0.11282
C -1.07796 0.58122 0.61020
C -2.17570 1.49311 0.25310
C -2.41307 2.63740 0.88905
N 1.25921 -2.16603 -1.42870
H 2.87579 -1.70067 -0.11608
H 2.39274 -0.42973 -1.11089
H 1.61364 0.05807 1.10471
H 0.75072 -1.45152 1.19064
H -0.07459 0.18208 -1.18786
H -1.01873 0.39535 1.69282
H -2.84527 1.19047 -0.54315
H -1.72041 2.93850 1.66959
H -3.07793 3.43212 0.60135
H 1.47798 -2.15274 -2.41037
H 1.14244 -3.09573 -1.05915
```

Its SMILES is C=C/C=C/CCN. Its charge is 0.

These are the natural (NBO) partial charges, in e, on atoms 1 to 8: atom 1 (C): -0.210, atom 2 (C): -0.444, atom 3 (C): -0.146, atom 4 (C): -0.239, atom 5 (C): -0.203, atom 6 (C): -0.385, atom 7 (N): -0.865, atom 8 (H): 0.173

Model x:
Molecular formula: C6H11N
Method: DFT, the ωB97M-V functional and the def2-TZVPD basis

```
18
C6H11N | the Open Molecules 2025 dataset | the ωB97M-V functional and the def2-TZVPD basis
C 2.11233 0.31604 -0.06646
C 0.93011 -0.68069 -0.10434
C -0.49082 -0.02955 0.16028
C -1.71047 -1.06027 0.48705
C -0.78413 0.88641 -1.06737
C -0.44961 0.74985 1.39024
N -0.52959 1.25522 2.42668
H 2.09843 1.04072 -0.89011
H 3.07379 -0.21008 -0.14195
H 2.12774 0.87529 0.87521
H 1.12760 -1.46556 0.63292
H 0.93911 -1.16889 -1.09308
H -1.63217 -1.69227 1.39707
H -2.71954 -0.60429 0.57844
H -1.56082 -1.60172 -0.42496
H -1.80478 1.27333 -1.06314
H -0.10593 1.74958 -1.07256
H -0.62126 0.36687 -2.02392
```

Its SMILES is CCC(C)(C)C#N. Its charge is 0.

These are the natural (NBO) partial charges, in e, on atoms 1 to 8: atom 1 (C): -0.617, atom 2 (C): -0.382, atom 3 (C): -0.147, atom 4 (C): -0.588, atom 5 (C): -0.601, atom 6 (C): 0.287, atom 7 (N): -0.346, atom 8 (H): 0.205

Energies relative to the most stable structure are model w 102.8; model x 0.0, reported in kJ/mol.